A cluster of 4 separate species, C26H55N3O10 in total. Source: the OMol25 dataset; level of theory: the ωB97M-V functional and the def2-TZVPD basis.

Geometry (Å):
O (-6.571, 4.993, -3.071)
O (-5.063, 0.932, 3.382)
O (-9.377, -0.879, 3.188)
O (4.215, -5.539, -5.564)
O (2.462, -0.424, 3.602)
O (-3.739, 3.625, 0.293)
O (-8.192, 0.071, 4.859)
O (6.208, -1.844, -3.705)
O (5.250, -1.835, 0.245)
O (-6.337, 0.285, 6.119)
N (5.508, -0.571, 2.909)
N (4.177, -2.603, -5.955)
N (-6.596, 4.384, -0.005)
C (-8.355, -0.391, 3.540)
C (4.856, -0.383, 4.199)
C (-4.819, 3.045, 1.020)
C (-6.086, 3.037, 0.195)
C (-2.746, 1.394, 3.785)
C (6.312, -2.077, 1.157)
C (-0.794, -0.107, 4.510)
C (4.072, -4.889, -6.820)
C (-7.451, 4.114, -2.398)
C (-3.292, 4.865, 0.799)
C (3.479, -1.004, 4.400)
C (4.814, -3.571, -6.835)
C (-7.708, 4.486, -0.942)
C (-7.109, -0.126, 2.809)
C (6.183, -3.237, -3.456)
C (5.835, -1.952, 2.587)
C (-5.194, 4.698, -2.948)
C (-4.041, 0.940, 4.418)
C (3.023, -5.637, -4.813)
C (-1.585, 1.179, 4.777)
C (4.928, -1.370, -5.757)
C (-6.235, 0.403, 3.670)
C (6.282, -1.461, -5.065)
C (2.326, -0.962, 2.301)
C (5.394, -0.658, -0.528)
C (-6.853, 0.303, 5.051)
H (-7.101, 3.079, -2.503)
H (-4.979, 3.577, 1.963)
H (5.858, -3.777, -6.562)
H (0.056, 0.088, 3.856)
H (-5.840, 4.975, -0.326)
H (-4.348, 1.613, 5.219)
H (-5.861, 2.521, -0.750)
H (3.490, -2.092, 4.260)
H (-2.004, 1.135, 5.789)
H (4.302, -0.694, -5.169)
H (4.599, -0.662, -1.271)
H (6.645, -3.403, -2.483)
H (5.307, 0.249, 0.080)
H (6.631, -2.292, 3.258)
H (-5.021, 3.622, -2.852)
H (-4.735, 5.203, -2.093)
H (4.016, -3.037, -5.054)
H (-4.542, 2.017, 1.254)
H (-0.928, 2.050, 4.758)
H (6.744, -3.791, -4.214)
H (4.499, -5.545, -7.585)
H (-2.397, 5.136, 0.241)
H (5.163, -3.632, -3.412)
H (-8.405, 4.182, -2.926)
H (3.241, -6.254, -3.944)
H (-8.061, 5.520, -0.923)
H (-8.529, 3.864, -0.570)
H (-6.845, 2.449, 0.722)
H (-6.986, -0.294, 1.751)
H (6.721, -0.460, -5.071)
H (4.811, -3.175, -7.856)
H (2.226, -6.115, -5.392)
H (-2.568, 0.823, 2.869)
H (3.014, -4.736, -7.055)
H (2.600, -2.020, 2.272)
H (3.185, -0.821, 5.437)
H (-0.443, -0.585, 5.424)
H (-4.701, 5.052, -3.853)
H (-2.816, 2.449, 3.509)
H (4.983, -2.635, 2.710)
H (-3.939, -0.075, 4.812)
H (-1.430, -0.834, 3.992)
H (6.670, -3.097, 0.991)
H (-4.036, 5.659, 0.678)
H (5.521, -0.766, 4.980)
H (5.073, -0.896, -6.734)
H (4.760, 0.693, 4.365)
H (2.927, -0.422, 1.563)
H (6.979, -2.116, -5.603)
H (-3.033, 4.793, 1.861)
H (4.913, -0.198, 2.181)
H (6.352, -0.645, -1.055)
H (1.278, -0.865, 2.013)
H (2.664, -4.660, -4.471)
H (7.143, -1.390, 0.968)

* SMILES: CCCCOC1=CC(=O)OC1=O.COCCNCCOC.COCCNCCOC.COCCNCCOC
* orbital gap: 8.244 eV
* energy above the lowest of the compared OMol25 structures with the same formula, charge and spin: 0.0000 eV
* HOMO: -8.73 eV
* total charge: 0

---

A structure of composition C26H56BFNO44S11 in a non-equilibrium geometry. Source: the OMol25 dataset; level of theory: the ωB97M-V functional and the def2-TZVPD basis.

Geometry (Å):
S (-8.512, 1.431, -0.113)
S (9.979, -3.130, -1.570)
S (-3.615, 4.233, -9.140)
S (4.156, -3.198, 6.185)
S (9.135, -6.771, 7.143)
S (-4.098, -1.166, 4.961)
S (-0.111, 0.886, -6.096)
S (1.559, 2.388, -2.716)
S (-3.650, 11.002, -8.068)
S (6.614, -0.692, -1.276)
S (-11.291, 2.790, 2.433)
F (0.011, -4.078, 0.353)
O (2.577, 1.402, -2.939)
O (10.101, -3.453, -2.956)
O (-3.801, -0.171, 6.211)
O (6.034, 0.182, -2.515)
O (5.189, -1.153, -0.655)
O (3.975, -2.916, 7.577)
O (-8.568, 0.051, 0.735)
O (-3.950, 3.813, -7.614)
O (-8.348, 1.109, -1.500)
O (9.918, -4.512, -0.719)
O (-3.505, 9.424, -7.725)
O (-4.956, -0.492, 4.035)
O (5.301, -2.203, 5.609)
O (-10.994, 3.789, 3.682)
O (8.257, -7.850, 7.975)
O (8.266, -6.084, 6.239)
O (3.078, -3.230, 5.255)
O (2.218, 3.854, -2.941)
O (-2.872, -1.772, 4.577)
O (7.248, 0.200, -0.354)
O (-9.549, 2.291, 0.375)
O (7.267, -1.848, -1.806)
O (-12.146, 3.462, 1.507)
O (-0.895, 1.978, -7.005)
O (4.994, -4.581, 6.056)
O (-4.979, -2.263, 5.771)
O (-3.778, 5.647, -9.272)
O (0.293, 2.352, -3.366)
O (-4.879, 3.504, -9.845)
O (-2.422, 3.550, -9.539)
O (8.973, -2.251, -1.066)
O (11.429, -2.618, -1.034)
O (0.619, 1.578, -5.078)
O (-10.060, 2.179, 2.043)
O (-1.014, -0.185, -5.810)
O (-3.057, 10.948, -9.576)
O (1.316, 2.510, -1.115)
O (9.482, -5.781, 8.379)
O (-12.177, 1.695, 3.246)
O (-2.737, 11.729, -7.244)
O (-5.041, 11.318, -8.147)
O (10.345, -7.404, 6.725)
O (0.936, 0.380, -7.235)
O (-7.094, 1.974, 0.458)
N (-3.946, -3.602, 2.408)
C (11.182, -4.750, -0.100)
C (-4.589, -0.564, 7.333)
C (4.131, -0.442, -1.303)
C (2.083, 4.628, -1.749)
C (8.716, -6.158, 9.524)
C (-7.314, -0.163, 1.388)
C (-4.800, -2.062, 7.171)
C (-3.280, 8.703, -8.937)
C (0.052, -3.856, 1.798)
C (-2.497, 9.658, -9.824)
C (-5.465, 2.589, -8.917)
C (-11.783, 3.397, 4.804)
C (2.063, 3.616, -0.613)
C (-5.249, 3.221, -7.552)
C (6.552, -2.890, 5.592)
C (11.789, -3.373, 0.122)
C (-0.207, 2.155, -8.243)
C (-6.744, 1.225, 1.625)
C (1.229, -2.801, 2.191)
C (-2.693, -3.645, 1.528)
C (4.649, -0.130, -2.696)
C (-11.997, 1.898, 4.646)
C (6.200, -4.344, 5.325)
C (2.709, -3.333, 1.853)
C (0.487, 0.829, -8.512)
C (8.476, -7.651, 9.372)
B (-1.365, -3.192, 2.383)
H (-1.476, -3.546, 3.514)
H (0.305, -4.816, 2.400)
H (-11.270, 3.645, 5.735)
H (-0.217, 0.087, -8.902)
H (-3.971, -2.688, 2.904)
H (-5.666, -2.422, 7.726)
H (0.951, -1.832, 1.635)
H (9.257, -5.918, 10.440)
H (-5.664, 1.212, 1.765)
H (4.119, 0.709, -3.157)
H (-4.076, -0.318, 8.263)
H (-7.217, 1.704, 2.487)
H (9.361, -8.225, 9.660)
H (-1.200, -1.997, 2.356)
H (-2.865, -2.856, 0.692)
H (-4.253, 8.466, -9.375)
H (3.942, 0.475, -0.738)
H (5.993, -4.511, 4.263)
H (-5.540, -0.025, 7.288)
H (-4.762, -3.657, 1.782)
H (11.349, -2.883, 0.996)
H (-5.296, 2.488, -6.746)
H (12.873, -3.410, 0.234)
H (-3.912, -2.622, 7.482)
H (7.774, -5.602, 9.502)
H (-6.674, -0.743, 0.717)
H (1.601, 4.014, 0.291)
H (6.987, -5.027, 5.654)
H (1.128, -2.677, 3.336)
H (3.073, 3.265, -0.380)
H (2.908, 5.334, -1.657)
H (-0.911, 2.421, -9.033)
H (-2.737, 7.779, -8.741)
H (7.016, -2.771, 6.576)
H (-12.733, 3.938, 4.758)
H (-2.581, 9.402, -10.881)
H (-4.934, 1.636, -9.000)
H (11.791, -5.344, -0.787)
H (7.617, -7.995, 9.949)
H (-1.441, 9.684, -9.540)
H (0.520, 2.962, -8.117)
H (3.280, -2.536, 1.237)
H (11.050, -5.298, 0.834)
H (7.209, -2.474, 4.829)
H (-11.110, 1.338, 4.958)
H (-7.457, -0.714, 2.318)
H (4.582, -1.006, -3.348)
H (3.275, -3.429, 2.869)
H (1.325, 0.930, -9.202)
H (1.139, 5.177, -1.805)
H (-2.642, -4.717, 1.108)
H (-12.865, 1.542, 5.202)
H (3.224, -1.046, -1.326)
H (-5.976, 4.015, -7.364)
H (-6.520, 2.435, -9.141)
H (2.755, -4.364, 1.368)

* orbital gap: 5.595 eV
* HOMO: -4.22 eV
* total charge: -1